Below is a molecular structure, C14H29BaP2 at a distorted geometry, with properties calculated with ωB97M-V/def2-TZVPD.

Computed properties:
**Net charge**: -1
**HOMO level**: -0.04 eV
**Multiplicity**: 1
**M**: 396.7 g mol⁻¹
**Orbital gap**: 2.5 eV

Cartesian coordinates (Å):
Ba: -1.66737 0.06083 -0.62302
P: -0.00758 2.19723 0.59214
P: -0.38318 -0.17849 3.04851
C: 0.18806 -0.10240 -2.64447
C: -0.83032 0.60978 5.87221
C: 2.06578 -1.40009 2.10308
C: -2.55171 -1.86635 2.72022
C: 1.96013 -1.20379 4.52190
C: -0.92580 1.01354 4.38935
C: -2.34432 1.55309 4.09199
C: 1.50220 -0.55910 3.23422
C: 0.81545 -1.39795 -0.86839
C: -1.16608 -2.40066 4.77951
C: -1.16210 -1.88032 3.35918
C: -0.60845 -1.27314 -2.66624
C: 1.17940 -0.23226 -1.57758
C: -0.20578 -2.08946 -1.58885
H: 1.86348 -0.60114 5.41204
H: -1.52993 -1.36059 -3.32154
H: -0.23220 1.86784 4.28292
H: -2.38837 1.93110 3.05389
H: -2.47698 -1.82486 1.61449
H: -0.47068 -2.50241 2.76236
H: -2.59560 2.37153 4.80155
H: 3.14712 -1.57814 2.24801
H: 1.60543 -2.39435 2.07351
H: 3.04584 -1.32734 4.48370
H: 0.32438 3.21754 -0.35845
H: -3.20092 -1.06012 3.13323
H: 0.12864 0.15832 6.15009
H: 1.60363 -2.21990 4.70670
H: 1.25679 -2.08665 -0.02789
H: -0.88787 1.53645 6.47505
H: -2.07833 -2.11814 5.33726
H: 1.82727 0.67093 -1.44073
H: -2.99043 -2.84280 2.93863
H: 1.97360 0.43416 3.19328
H: 0.05350 0.80496 -3.29536
H: 1.86617 -0.89771 1.14830
H: -1.64571 -0.03546 6.24604
H: 1.19445 2.41063 1.31893
H: -0.62751 -3.13466 -1.36591
H: -1.16087 -3.50530 4.65757
H: -0.24516 -2.20199 5.35531
H: -0.79118 3.09028 1.43823
H: -3.12122 0.77322 4.17921

These are the natural (NBO) partial charges, in e, on atoms 1 to 4:
1 Ba 0.2072
2 P -0.1473
3 P 0.7376
4 C -0.4335


Below is 2 unconnected molecules or ions with the total composition C14H29N2O3, with properties calculated with ωB97M-V/def2-TZVPD.

Computed properties:
**Energy relative to the best compared isomer or geometry (same formula, charge and spin)**: 0.0 kJ/mol
**Net charge**: +1
**HOMO level**: -12.35 eV
**Multiplicity**: 1
**M**: 273.4 g mol⁻¹
**Orbital gap**: 9.7 eV

Cartesian coordinates (Å):
O: -4.23687 -1.76773 -0.39655
O: 0.99590 1.95912 0.12371
O: -3.71130 -0.98143 1.61638
N: -1.24852 1.98904 0.31389
N: -1.06068 -0.61934 0.27437
C: -1.36456 1.43235 -1.07434
C: -4.32876 -1.76704 0.94550
C: -0.98314 -0.06153 -1.06315
C: 4.74838 -0.25370 0.96217
C: -0.13632 0.00860 1.20354
C: 0.01956 1.52512 0.99278
C: 5.32000 1.84737 -0.31731
C: -5.28970 -2.83826 1.40471
C: -5.40748 -3.73229 0.16937
C: 3.00009 0.76524 -0.58111
C: 2.35134 1.62287 0.49322
C: -5.14842 -2.74226 -0.95943
C: 4.49653 0.55680 -0.31659
C: 2.74406 1.38362 -1.96936
H: -2.05001 1.70576 0.87711
H: 5.70279 -0.77077 0.89242
H: 1.85662 0.96531 -2.43960
H: 0.83356 -0.48668 1.16960
H: -6.05225 -2.21726 -1.27110
H: 3.58521 1.16219 -2.62497
H: 3.96256 -0.98981 1.12920
H: 0.02683 -0.19651 -1.44648
H: -0.72100 2.00204 -1.73661
H: 2.88690 2.56350 0.60489
H: -4.67840 -3.18710 -1.83166
H: -6.23495 -2.35727 1.66221
H: 4.85986 -0.03567 -1.16059
H: 4.96616 2.55749 0.42876
H: 6.34746 1.60442 -0.05240
H: 2.36177 1.12837 1.46593
H: 0.05689 2.04021 1.95792
H: -4.89861 -3.34837 2.28004
H: 2.49139 -0.20340 -0.55127
H: -6.36316 -4.24103 0.07515
H: 4.80149 0.41162 1.82591
H: -4.62203 -4.48802 0.18563
H: 5.30834 2.31901 -1.29762
H: -2.38844 1.56961 -1.41494
H: -1.67347 -0.60210 -1.70462
H: 2.64581 2.46728 -1.92574
H: -1.22650 3.00617 0.24934
H: -0.53609 -0.14940 2.20578
H: -2.00880 -0.55609 0.62586

These are the natural (NBO) partial charges, in e, on atoms 1 to 4:
1 O -0.4986
2 O -0.5558
3 O -0.6206
4 N -0.5097


Below is a molecular structure, C14H29N3NiO3SSi2, with properties calculated with ωB97M-V/def2-TZVPD.

Computed properties:
**Energy relative to the best compared isomer or geometry (same formula, charge and spin)**: 0.0 kJ/mol
**HOMO level (alpha / beta)**: -7.28 / -7.74 eV
**⟨S²⟩**: 2.006
**Multiplicity**: 3
**M**: 434.3 g mol⁻¹
**Orbital gap (alpha / beta)**: 7.6 / 8.1 eV

Cartesian coordinates (Å):
Ni: 0.00029 -0.00678 0.36406
S: -0.07964 2.17734 -0.52619
Si: -1.29906 -2.91368 1.24767
Si: -0.36545 -2.20882 -1.66722
O: -1.93418 0.40056 0.87126
O: 4.00858 0.12008 1.63869
O: 2.22774 0.02942 0.25955
N: -2.52222 1.39764 0.22568
N: 0.59057 0.39834 2.37154
N: 1.97298 0.26359 2.50973
C: 4.85448 -0.04950 0.48602
C: -3.87169 1.44739 0.28452
C: 1.18936 -1.65794 -2.57736
C: -0.74026 -3.96624 -2.24224
C: -3.86927 3.42029 -1.03751
C: -1.78877 2.31702 -0.45893
C: -2.50134 3.34978 -1.09328
C: -1.31561 -2.23211 3.01750
C: -3.08056 -2.81444 0.64988
C: -0.10674 -2.03116 0.15900
C: 2.70679 0.13451 1.37209
C: -1.77157 -1.10858 -2.27689
C: -0.85749 -4.73830 1.42747
C: -4.57610 2.44238 -0.33224
H: 0.89670 -2.43338 0.36970
H: 2.05472 -2.24607 -2.26005
H: -2.69634 -1.27586 -1.72132
H: -0.82953 -4.00535 -3.33126
H: -0.31058 -2.23854 3.45549
H: -1.54864 -5.25917 2.09527
H: 0.15114 -4.85358 1.83391
H: 0.06195 -4.64769 -1.94738
H: -0.87966 -5.24302 0.45920
H: -1.72476 -1.21719 3.03610
H: -3.38477 -1.77027 0.56058
H: -3.75261 -3.31273 1.35345
H: 4.62932 -0.99211 -0.00737
H: 1.08402 -1.76964 -3.65950
H: 0.10066 -0.26730 2.95920
H: 0.28249 1.34734 2.55803
H: 2.43134 0.48307 3.37864
H: -1.94616 -2.84633 3.66531
H: 5.86768 -0.04787 0.87272
H: -1.92086 4.08204 -1.63526
H: -1.67139 -4.34892 -1.81807
H: -1.97193 -1.30299 -3.33436
H: -4.39354 4.22188 -1.53981
H: 4.70490 0.77110 -0.21179
H: -1.50986 -0.04950 -2.18699
H: -3.20836 -3.29170 -0.32433
H: 1.41277 -0.60819 -2.36895
H: -5.65357 2.44848 -0.26538
H: -4.31113 0.64149 0.85183

These are the natural (NBO) partial charges, in e, on atoms 1 to 4:
1 Ni 1.3517
2 S -0.3635
3 Si 1.7136
4 Si 1.6712


Below is 2 unconnected molecules or ions with the total composition C14H29N3O3 at a distorted geometry, with properties calculated with ωB97M-V/def2-TZVPD.

Computed properties:
**HOMO level**: -9.12 eV
**Multiplicity**: 1
**SMILES**: CNC(=O)[C@@H](NC(C)=O)C(C)C.N[C@H]1CC[C@H](O)CC1
**M**: 287.4 g mol⁻¹
**Orbital gap**: 9.5 eV

Cartesian coordinates (Å):
O: -1.21572 -0.70301 2.43616
O: -4.03840 0.25161 -3.23245
O: 2.28337 -2.31480 5.52988
N: -0.22657 0.99136 3.44025
N: 1.91451 -1.26196 3.63113
N: 1.11049 2.41655 -3.95840
C: -0.28464 0.59656 -3.13172
C: -1.26458 2.46401 -4.51366
C: 0.08969 -2.58640 4.69237
C: -0.16849 -0.15050 2.74615
C: -2.73773 0.56642 -3.72307
C: 1.50157 -2.04019 4.63419
C: 1.19951 -0.78822 2.42429
C: 0.71293 -1.26943 -0.03331
C: -2.67512 2.05752 -4.06712
C: 0.88974 1.77509 3.96943
C: -0.22394 2.09078 -3.45439
C: -1.69043 0.19190 -2.66889
C: 2.51184 -2.53049 1.07910
C: 1.14397 -1.86828 1.31266
H: -0.18497 -3.03295 3.74093
H: -0.41897 2.66531 -2.54093
H: 0.68841 -2.05021 -0.79408
H: 1.28485 1.95654 -4.85174
H: -1.92124 0.69366 -1.72329
H: 0.44203 0.36388 -2.34985
H: -2.55151 -0.01579 -4.63247
H: -0.01505 0.01561 -4.02031
H: 0.43518 -2.64763 1.58768
H: 3.26032 -1.77791 0.83199
H: -0.28800 -0.84593 0.04184
H: 1.41832 1.20349 4.73467
H: -4.22294 0.74136 -2.41384
H: -3.38816 2.27604 -4.86845
H: -2.96209 2.64827 -3.19098
H: -1.16155 1.31656 3.63714
H: 1.41304 -0.49309 -0.33921
H: -0.60196 -1.78396 4.93815
H: -1.72057 -0.88806 -2.49236
H: -1.23522 3.54414 -4.68927
H: 1.58328 2.03992 3.17046
H: 0.04219 -3.34795 5.46910
H: 2.82595 -3.07628 1.96850
H: 2.88223 -0.99378 3.71595
H: -1.02612 1.96533 -5.45919
H: 2.44093 -3.24669 0.26001
H: 1.82962 2.17164 -3.27885
H: 0.51372 2.69372 4.42336
H: 1.80627 0.01622 2.01245

These are the natural (NBO) partial charges, in e, on atoms 1 to 4:
1 O -0.6299
2 O -0.7211
3 O -0.6315
4 N -0.6065


Among the records above, which one has the lowest M?
C14H29N2O3


Which value of multiplicity does entry 4 give?
1


Among the records above, which one has the highest multiplicity?
C14H29N3NiO3SSi2